1.
The following is a quantum chemistry calculation of a 2-piece molecular cluster, C6H4ClF3O2S2 overall at a distorted geometry, from the Open Molecules 2025 dataset.

Properties
* gap between HOMO and LUMO (spin up / spin down): 0.26839 / 0.28809 Eh
* total charge: 0
* E_tot: -52722.4035 eV
* maximum force: 4.65 eV/A
* highest occupied orbital energy (spin up / spin down): -8.49 / -9.69 eV

XYZ file:
```
18
Properties=species:S:1:pos:R:3:nbo_charge:R:1
C -1.2942 -0.4171 -0.7340 -0.215
C -2.6089 -0.0797 -0.9680 -0.417
C -1.8276 0.3988 1.2751 -0.401
C -0.7635 -0.2379 0.5540 -0.167
C 0.5319 -0.5089 0.8473 -0.456
C 1.5945 1.8544 -0.2407 0.975
O 1.4900 -1.2260 -1.5143 -0.884
O 0.9582 -2.9759 0.1218 -0.884
F 0.9690 2.8351 0.4388 -0.326
F 1.1511 1.8629 -1.5490 -0.331
F 2.9368 2.0361 -0.1956 -0.322
S -3.2581 0.5775 0.4797 0.555
S 1.4303 -1.6425 -0.1483 2.080
Cl 3.3457 -1.6500 0.6081 -0.204
H -0.4380 -0.8723 -1.3626 0.257
H -3.3118 -0.2235 -1.7503 0.249
H -1.8484 0.4742 2.3692 0.240
H 0.9430 -0.2053 1.7689 0.254
```

2.
The following is a quantum chemistry calculation of an isolated ion of composition C10H15ClNOS and charge +1 at a distorted geometry, from the Open Molecules 2025 dataset.

Properties
* gap between HOMO and LUMO: 0.25523 Eh
* total charge: +1
* E_tot: -37497.4318 eV
* maximum force: 5.31 eV/A
* highest occupied orbital energy: -12.38 eV

XYZ file:
```
29
Properties=species:S:1:pos:R:3:nbo_charge:R:1
C -2.7249 2.0948 -2.8201 -0.188
C -1.3514 1.9621 -3.1958 -0.176
C -3.0786 1.8963 -1.5023 -0.188
C -0.4742 1.5127 -2.2416 -0.218
C -2.1905 1.3940 -0.5537 -0.246
C -0.8779 1.2458 -0.9275 0.084
C 1.3820 -3.2361 0.1835 -0.632
C 1.0554 -2.1978 1.1728 -0.430
C 2.1517 -1.2122 1.3932 -0.462
C 1.7401 -0.3917 2.5900 -0.097
N 0.0372 0.7508 0.0140 -0.770
O -1.1508 0.1136 2.1917 -0.833
S 0.0245 0.7598 1.6823 1.646
Cl 0.3057 2.6600 2.3081 -0.102
H -3.2478 2.7497 -3.4638 0.233
H -0.9731 2.0552 -4.2259 0.242
H -4.1477 1.6752 -1.4229 0.237
H 0.6989 1.4653 -2.3814 0.214
H -2.6641 1.3260 0.4512 0.248
H 0.5217 -3.5971 -0.4308 0.240
H 2.2592 -3.0824 -0.5631 0.224
H 1.8006 -4.2229 0.7043 0.227
H 0.7569 -2.6575 2.0852 0.217
H 0.2410 -1.6358 0.8933 0.202
H 3.1405 -1.6965 1.4925 0.274
H 2.2346 -0.4541 0.6230 0.217
H 2.4464 0.3651 2.8184 0.225
H 1.1422 -0.7328 3.3161 0.211
H 0.9423 1.0905 -0.1905 0.403
```

3.
The following is a quantum chemistry calculation of one molecule with the formula C4H4O3 at a distorted geometry, from the Open Molecules 2025 dataset.

Properties
* SMILES string: C=CC(=O)C(=O)O
* gap between HOMO and LUMO: 0.35941 Eh
* total charge: 0
* E_tot: -10353.3064 eV
* maximum force: 5.20 eV/A
* highest occupied orbital energy: -9.82 eV

XYZ file:
```
11
Properties=species:S:1:pos:R:3:nbo_charge:R:1
C 0.4093 1.0766 1.2599 -0.319
C 0.2142 1.1004 -0.0496 -0.329
C -0.7909 0.2014 -0.9273 0.512
O -1.4141 0.5580 -1.8708 -0.454
C -0.3692 -1.1003 -0.3208 0.687
O -1.0409 -1.6429 0.5338 -0.569
O 0.6214 -1.6993 -1.0109 -0.664
H 0.8193 1.9212 1.7916 0.212
H 0.3005 0.1686 1.8446 0.207
H 0.4575 1.9889 -0.6258 0.215
H 0.7930 -2.5726 -0.6245 0.502
```